# 1
This record from the OMol25 dataset describes 7 unconnected molecules or ions with the total composition C28H44Br13F4IN2O7 in a non-equilibrium geometry. The level of theory is the ωB97M-V functional and the def2-TZVPD basis.

Geometry as ORCA input:
```
! RIJCOSX wB97M-V def2-TZVPD def2/J DEFGRID3
* xyz 0 1
N -1.85 -0.11 1.67
C -0.67 0.11 2.53
C -1.20 1.07 3.75
O -0.60 0.72 5.04
C -1.23 1.37 6.12
F -2.00 2.52 5.78
F -1.96 0.43 6.91
F -0.17 1.85 6.98
O 0.05 -1.05 2.97
C -0.73 -2.27 2.98
C -1.94 -2.31 4.05
C -3.38 -2.73 3.38
C -3.91 -4.17 3.85
I -3.27 -5.60 2.29
C 0.39 1.01 1.64
C 1.47 1.58 2.69
C 2.99 1.59 2.11
O 3.71 0.56 2.17
F 3.61 2.76 1.55
N 1.10 0.03 0.76
C 0.61 -0.03 -0.43
O 0.22 -0.02 -1.61
O -0.42 1.99 0.97
C 0.32 3.14 0.51
C -0.02 4.49 1.37
C -1.58 4.94 1.17
O -2.54 4.09 1.14
C -0.28 3.46 -0.99
C 0.27 4.84 -1.60
O 1.47 5.18 -1.62
Br -1.12 6.05 -2.40
H -1.67 -0.76 0.89
H -2.70 -0.33 2.19
H -1.08 2.19 3.48
H -2.34 0.92 3.88
H -1.11 -2.60 1.93
H 0.00 -3.11 3.30
H -2.07 -1.37 4.68
H -1.72 -3.17 4.80
H -4.10 -1.85 3.66
H -3.25 -2.65 2.24
H -3.56 -4.49 4.89
H -5.07 -4.14 3.77
H 1.54 0.93 3.65
H 1.27 2.64 3.06
H 1.44 2.99 0.35
H 0.65 5.36 1.06
H 0.10 4.34 2.50
H -1.77 6.06 1.06
H -1.42 3.33 -1.05
H 0.16 2.62 -1.66
Br 6.38 4.82 4.45
C 7.36 3.15 4.21
C 6.44 1.96 4.22
Br 5.86 1.52 6.03
H 8.12 3.11 5.00
H 7.86 3.25 3.24
H 6.95 1.07 3.85
H 5.53 2.12 3.63
Br 10.59 3.42 3.69
C 11.57 1.75 3.44
C 10.64 0.56 3.45
Br 10.06 0.12 5.26
H 12.33 1.71 4.23
H 12.07 1.85 2.48
H 11.15 -0.33 3.09
H 9.74 0.72 2.86
Br -3.02 -1.61 -4.78
C -1.13 -1.17 -4.59
C -0.26 -2.36 -4.87
Br -0.26 -3.61 -3.37
H -1.00 -0.76 -3.59
H -0.95 -0.38 -5.33
H 0.78 -2.06 -5.00
H -0.57 -2.93 -5.75
Br -7.87 -6.38 -4.79
C -6.94 -4.68 -4.67
C -5.44 -4.87 -4.68
Br -4.80 -5.48 -2.94
H -7.31 -4.17 -3.78
H -7.26 -4.12 -5.56
H -4.93 -3.92 -4.84
H -5.10 -5.59 -5.42
Br 1.82 0.35 -6.12
C 3.69 0.05 -5.65
C 3.83 -0.32 -4.20
Br 3.66 1.25 -3.05
H 4.24 0.95 -5.93
H 4.01 -0.78 -6.29
H 4.83 -0.70 -3.99
H 3.09 -1.04 -3.86
Br -8.84 -1.34 -6.20
C -8.98 -2.64 -7.64
C -9.95 -2.19 -8.70
Br -11.79 -2.43 -8.12
H -9.25 -3.60 -7.19
H -7.97 -2.72 -8.05
H -9.85 -2.79 -9.60
H -9.84 -1.13 -8.97
*
```

highest occupied orbital energy	-9.598	eV
calculated total energy	-35888.6639	Ha
orbital gap	0.3437	Eh
SMILES string	N[C@@](COC(F)(F)F)(OCCCCI)[C@@](CC(=O)F)(N=C=O)O[C@H](CC=O)CC(=O)Br.BrCCBr.BrCCBr.BrCCBr.BrCCBr.BrCCBr.BrCCBr
max |F|	0.1273	hartree/bohr
LUMO level	-0.2	eV


# 2
This record from the OMol25 dataset describes 2 unconnected molecules or ions with the total composition C5H9NO in a non-equilibrium geometry. The level of theory is the ωB97M-V functional and the def2-TZVPD basis.

Geometry as ORCA input:
```
! RIJCOSX wB97M-V def2-TZVPD def2/J DEFGRID3
* xyz 1 2
C 0.96 -0.97 -0.75
C 1.94 -0.81 0.17
N 1.71 0.44 0.81
C 0.42 0.77 0.62
C 0.03 0.09 -0.55
C -0.26 1.82 1.30
H 0.65 -1.94 -1.19
H 2.82 -1.41 0.20
H 2.12 0.93 1.62
H -0.80 0.00 -1.19
H -0.10 2.93 1.00
H -1.32 1.52 1.59
H 0.22 1.88 2.39
H -3.82 -2.00 -1.19
H -3.93 -0.50 -1.30
O -3.29 -1.24 -1.55
*
```

highest occupied orbital energy (spin up / spin down)	-14.528 / -14.552	eV
calculated total energy	-325.5684	Ha
orbital gap (spin up / spin down)	0.3959 / 0.2648	Eh
energy relative to the best compared isomer or geometry (same formula, charge and spin)	123.76	kJ/mol
max |F|	0.1002	hartree/bohr
LUMO level (spin up / spin down)	-3.8 / -7.3	eV


# 3
This record from the OMol25 dataset describes a molecular structure, C38H103BF6HgN10O13S2 in a non-equilibrium geometry. The level of theory is the ωB97M-V functional and the def2-TZVPD basis.

Geometry as ORCA input:
```
! RIJCOSX wB97M-V def2-TZVPD def2/J DEFGRID3
* xyz 0 1
Hg 0.96 1.71 -2.93
C 0.16 3.46 1.05
F -1.19 3.14 0.79
F 0.50 4.57 0.45
F 0.42 3.59 2.36
S 1.39 1.93 0.45
O 2.49 2.57 -0.27
O 1.69 1.11 1.60
N 0.42 1.16 -0.87
S -0.25 -0.06 -0.09
O 0.58 -1.31 -0.21
O -0.83 0.21 1.22
C -1.85 -0.56 -1.13
F -1.35 -1.21 -2.22
F -2.54 -1.38 -0.34
F -2.54 0.49 -1.52
B 2.12 -0.33 -3.32
H 2.34 -1.24 -3.86
H 2.59 -0.39 -2.35
H 2.49 0.59 -3.73
H 1.04 -0.27 -3.35
C -4.89 0.63 1.93
C -4.57 1.10 3.34
C -3.49 2.26 3.47
O -3.46 2.41 4.86
C -2.63 3.52 5.33
N -5.82 1.68 3.89
H -5.63 -0.18 1.91
H -3.95 0.47 1.40
H -5.24 1.36 1.20
H -4.33 0.17 3.85
H -3.76 3.18 2.94
H -2.59 1.75 3.12
H -1.56 3.39 5.19
H -2.80 3.59 6.40
H -2.91 4.45 4.83
H -6.44 0.89 3.95
H -5.46 1.77 4.83
C 3.27 -2.38 1.51
C 3.52 -2.16 -0.04
C 4.42 -0.91 -0.31
O 4.86 -0.91 -1.69
C 5.84 0.07 -1.84
N 4.38 -3.27 -0.44
H 2.79 -3.30 1.84
H 2.70 -1.58 1.97
H 4.28 -2.40 1.94
H 2.66 -2.11 -0.71
H 5.34 -0.85 0.28
H 3.91 0.01 -0.03
H 5.53 0.96 -1.30
H 5.85 0.39 -2.88
H 6.85 -0.27 -1.63
H 3.87 -4.01 0.01
H 5.28 -3.25 0.03
C 4.21 6.18 1.58
C 5.01 4.85 1.53
C 4.84 3.83 2.61
O 5.89 2.89 2.71
C 7.14 3.28 3.26
N 4.97 4.30 0.19
H 4.46 6.79 0.70
H 4.40 6.68 2.53
H 3.18 5.85 1.47
H 6.07 5.10 1.63
H 3.94 3.21 2.53
H 4.89 4.19 3.64
H 7.57 2.43 3.79
H 6.98 4.08 3.99
H 7.88 3.61 2.53
H 4.12 3.77 0.19
H 5.67 3.63 -0.09
C -4.45 -3.22 3.23
C -4.04 -3.40 1.70
C -2.76 -4.16 1.43
O -1.70 -3.36 1.91
C -0.41 -3.95 2.22
N -5.14 -4.20 1.20
H -5.18 -2.41 3.21
H -3.55 -2.84 3.71
H -4.67 -4.03 3.93
H -4.09 -2.41 1.26
H -2.61 -4.34 0.36
H -2.76 -5.16 1.87
H 0.12 -3.13 2.71
H 0.18 -4.21 1.35
H -0.60 -4.72 2.97
H -5.18 -4.19 0.19
H -5.02 -5.16 1.48
C -0.83 -1.85 7.81
C -0.80 -0.30 7.78
C -1.15 0.26 6.37
O -0.12 -0.17 5.49
C -0.49 -0.31 4.14
N -1.76 0.16 8.73
H -0.97 -2.07 8.87
H 0.11 -2.38 7.72
H -1.72 -2.33 7.38
H 0.16 0.20 7.88
H -1.25 1.35 6.37
H -2.13 -0.19 6.18
H -1.38 -0.95 4.07
H 0.32 -0.73 3.55
H -0.79 0.67 3.75
H -1.46 -0.26 9.60
H -1.65 1.16 8.82
C 0.18 6.13 -3.10
C 0.67 4.72 -3.34
C 2.12 4.59 -2.94
O 2.62 3.27 -3.07
C 4.00 3.28 -3.00
N -0.19 3.74 -2.68
H 0.42 6.55 -2.12
H -0.83 6.18 -3.51
H 0.91 6.71 -3.66
H 0.67 4.58 -4.42
H 2.30 4.96 -1.93
H 2.69 5.21 -3.63
H 4.22 3.60 -1.98
H 4.64 3.85 -3.67
H 4.32 2.25 -3.06
H -0.36 4.11 -1.76
H -1.13 3.80 -3.05
C -2.28 0.39 -5.86
C -0.89 0.78 -5.35
C -0.04 1.82 -6.15
O 1.24 2.07 -5.45
C 2.13 2.83 -6.24
N -1.14 1.26 -3.99
H -2.84 1.32 -6.00
H -2.80 -0.38 -5.29
H -2.19 0.08 -6.90
H -0.33 -0.13 -5.13
H -0.47 2.81 -6.28
H 0.09 1.36 -7.13
H 2.09 2.53 -7.29
H 3.14 2.74 -5.85
H 1.93 3.90 -6.21
H -1.77 2.04 -4.06
H -1.84 0.66 -3.59
C -0.01 -4.88 -1.68
C 1.51 -4.65 -1.82
C 2.26 -5.97 -2.25
O 3.65 -5.67 -2.20
C 4.53 -6.76 -2.43
N 1.71 -3.57 -2.80
H -0.51 -3.91 -1.69
H -0.16 -5.50 -0.79
H -0.41 -5.41 -2.55
H 1.88 -4.38 -0.83
H 1.95 -6.41 -3.20
H 2.08 -6.68 -1.44
H 4.92 -6.80 -3.44
H 4.05 -7.74 -2.44
H 5.42 -6.75 -1.80
H 1.16 -3.76 -3.63
H 1.28 -2.70 -2.51
C -5.92 -0.34 -1.59
C -5.39 -1.53 -2.20
C -6.36 -2.74 -2.17
O -5.88 -3.72 -3.04
C -4.83 -4.57 -2.46
N -5.07 -1.20 -3.59
H -6.91 -0.05 -1.93
H -5.37 0.58 -1.81
H -6.11 -0.52 -0.53
H -4.46 -1.91 -1.77
H -7.22 -2.25 -2.63
H -6.51 -3.03 -1.13
H -4.28 -4.89 -3.35
H -5.15 -5.36 -1.77
H -4.07 -4.08 -1.86
H -5.88 -0.67 -3.88
H -5.10 -2.10 -4.06
*
```

highest occupied orbital energy	-7.635	eV
calculated total energy	-4608.5854	Ha
orbital gap	0.2689	Eh
energy relative to the best compared isomer or geometry (same formula, charge and spin)	293.29	kJ/mol
max |F|	0.1047	hartree/bohr
LUMO level	-0.3	eV


# 4
This record from the OMol25 dataset describes a molecular structure, C31H24Cl2N5O4Pb. The level of theory is the ωB97M-V functional and the def2-TZVPD basis.

Geometry as ORCA input:
```
! RIJCOSX wB97M-V def2-TZVPD def2/J DEFGRID3
* xyz -1 1
Pb -0.34 0.20 0.00
O -3.10 -3.27 -0.88
C -2.43 -2.23 -0.85
N -1.60 -1.80 0.10
C -1.35 -2.53 1.27
C -1.37 -3.92 1.34
C -1.04 -4.57 2.52
C -0.70 -3.84 3.65
C -0.69 -2.45 3.60
C -1.02 -1.78 2.42
N -0.93 -0.39 2.27
C -1.12 0.45 3.29
O -1.48 0.19 4.45
C -0.78 1.90 2.99
C -0.90 2.84 4.02
C -0.55 4.15 3.78
C -0.07 4.51 2.53
C 0.01 3.52 1.56
N -0.34 2.26 1.79
C -2.61 -1.27 -2.02
C -3.24 -1.75 -3.17
C -3.45 -0.89 -4.23
C -3.03 0.43 -4.12
C -2.41 0.82 -2.95
N -2.20 -0.01 -1.92
H -1.64 -4.48 0.46
H -1.05 -5.66 2.56
H -0.43 -4.35 4.56
H -0.44 -1.89 4.48
H -1.27 2.49 4.98
H -0.65 4.90 4.57
H 0.23 5.52 2.31
H 0.38 3.73 0.56
H -3.55 -2.78 -3.18
H -3.94 -1.24 -5.13
H -3.18 1.14 -4.92
H -2.05 1.83 -2.82
Cl 2.43 -2.72 -3.74
C 2.91 -2.51 -2.08
C 4.06 -3.17 -1.64
C 4.47 -3.03 -0.34
Cl 5.94 -3.83 0.18
C 3.74 -2.25 0.58
C 4.07 -2.09 1.94
C 3.29 -1.32 2.75
C 2.16 -0.68 2.20
N 1.82 -0.82 0.94
C 2.57 -1.58 0.11
C 2.12 -1.68 -1.27
O 1.11 -1.05 -1.70
H 4.62 -3.79 -2.32
H 4.94 -2.60 2.32
H 3.52 -1.19 3.80
H 1.52 -0.07 2.81
C 3.95 2.93 -1.79
C 3.14 2.70 -3.08
C 1.81 2.10 -2.57
O 1.82 2.28 -1.15
C 3.17 2.11 -0.76
H 3.91 3.98 -1.50
H 4.99 2.63 -1.87
H 3.64 2.01 -3.75
H 2.97 3.63 -3.61
H 1.74 1.03 -2.80
H 0.93 2.60 -2.96
H 3.45 1.05 -0.82
H 3.28 2.45 0.27
*
```

highest occupied orbital energy	-4.323	eV
calculated total energy	-2883.8805	Ha
orbital gap	0.2492	Eh
max |F|	0.0090	hartree/bohr
LUMO level	2.5	eV


# 5
This record from the OMol25 dataset describes a molecular structure, C14H17NO7P2Pt. The level of theory is the ωB97M-V functional and the def2-TZVPD basis.

Geometry as ORCA input:
```
! RIJCOSX wB97M-V def2-TZVPD def2/J DEFGRID3
* xyz 0 3
Pt 1.63 -0.52 -0.86
N -0.19 0.54 -1.75
C -0.76 1.38 -0.75
C -2.10 1.23 -0.41
C -2.64 1.98 0.62
C -1.84 2.87 1.32
C -0.51 3.01 0.97
C 0.07 2.28 -0.06
C 1.51 2.44 -0.38
C 2.04 3.74 -0.36
C 3.39 3.96 -0.57
C 4.23 2.88 -0.81
C 3.71 1.60 -0.84
C 2.35 1.34 -0.65
H -0.84 -0.17 -2.06
H 0.19 1.06 -2.54
H -2.70 0.52 -0.95
H -3.69 1.86 0.88
H -2.25 3.44 2.14
H 0.12 3.69 1.54
H 1.38 4.58 -0.18
H 3.78 4.97 -0.56
H 5.29 3.04 -0.97
H 4.38 0.77 -1.03
C -2.24 -3.72 0.64
C -1.20 -2.72 0.13
O -1.76 -1.91 -0.91
P -0.63 -1.63 1.48
O -1.89 -0.93 2.14
O -0.18 -2.63 2.59
O 0.38 -0.64 1.03
P 0.35 -3.56 -0.44
O -0.18 -4.69 -1.46
O 0.95 -4.18 0.78
O 1.10 -2.57 -1.29
H -3.09 -3.19 1.06
H -1.81 -4.37 1.40
H -2.58 -4.34 -0.19
H -1.99 -2.50 -1.63
H -2.00 -0.02 1.80
H 0.39 -3.33 2.16
H -0.16 -5.56 -1.04
*
```

highest occupied orbital energy (spin up / spin down)	-7.832 / -8.435	eV
calculated total energy	-1927.3466	Ha
orbital gap (spin up / spin down)	0.2997 / 0.2727	Eh
max |F|	0.0010	hartree/bohr
LUMO level (spin up / spin down)	0.3 / -1.0	eV


# 6
This record from the OMol25 dataset describes a single C7H10O molecule in a non-equilibrium geometry. The level of theory is the ωB97M-V functional and the def2-TZVPD basis.

Geometry as ORCA input:
```
! RIJCOSX wB97M-V def2-TZVPD def2/J DEFGRID3
* xyz 0 1
C 2.09 -0.33 0.26
C 0.65 0.12 -0.07
C -0.14 0.75 1.10
C -1.39 -0.10 0.99
C -1.64 -0.59 -0.49
C -0.25 -0.51 -1.04
O 0.51 -0.56 -2.16
C 0.45 0.78 -1.47
H 2.64 -0.50 -0.69
H 2.16 -1.25 0.92
H 2.59 0.66 0.50
H -0.30 1.76 0.98
H 0.32 0.59 2.00
H -1.22 -1.11 1.40
H -2.30 0.34 1.36
H -1.79 -1.65 -0.52
H -2.36 -0.12 -1.17
H -0.03 1.72 -1.88
*
```

highest occupied orbital energy	-8.145	eV
calculated total energy	-347.7987	Ha
orbital gap	0.3372	Eh
SMILES string	C[C@]12CCC[C@]13O[C@H]23
energy relative to the best compared isomer or geometry (same formula, charge and spin)	431.82	kJ/mol
max |F|	0.0797	hartree/bohr
LUMO level	1.0	eV


Q: Number 3 is which compound?
A: C38H103BF6HgN10O13S2


Q: Which value of max |F| does entry 4 give?
A: 0.0090 hartree/bohr


Q: Among the records above, which one has the lowest calculated total energy?
A: C28H44Br13F4IN2O7